1.
The following is a DFT calculation (wB97M-V/def2-TZVPD) of a cluster of 2 separate species, C3H11O in total in a non-equilibrium geometry.

Properties
**Energy relative to the best compared isomer or geometry (same formula, charge and spin)**: 0.125 eV
**Gap between HOMO and LUMO (spin up / spin down)**: 0.226 / 0.439 Ha
**E_HOMO (spin up / spin down)**: -0.1838 / -0.4242 Eh
**Largest force on an atom**: 1.44 eV/Å
**LUMO (spin up / spin down)**: 1.14 / 0.40 eV
**<S²>**: 0.751
**Energy**: -195.98611 Eh
**Multiplicity**: 2
**Net charge**: 0

CARTESIAN COORDINATES (ANGSTROEM)
O 1.220 -1.426 -2.316
H 1.018 -2.430 -2.461
H 0.427 -0.863 -2.695
H 1.399 -1.164 -1.353
C 0.882 0.401 0.643
C -0.581 0.402 0.214
C -1.489 0.786 1.372
H 1.049 -0.434 1.330
H 1.604 0.184 -0.148
H 1.134 1.367 1.067
H -0.733 1.163 -0.563
H -0.835 -0.545 -0.266
H -1.468 -0.042 2.092
H -2.536 0.969 1.151
H -1.089 1.631 1.934

In elementary charge units, the Mulliken charges are: -0.900 0.594 0.299 0.230 -1.370 -0.183 -1.238 0.321 0.361 0.355 0.204 0.345 0.320 0.332 0.328

2.
The following is a DFT calculation (wB97M-V/def2-TZVPD) of a cluster of 4 separate species, C3H11O2S in total in a non-equilibrium geometry.

Properties
**Energy relative to the best compared isomer or geometry (same formula, charge and spin)**: 4.705 eV
**Gap between HOMO and LUMO**: 0.259 Ha
**E_HOMO**: -0.1652 Eh
**Largest force on an atom**: 1.59 eV/Å
**LUMO**: 2.56 eV
**Energy**: -669.44801 Eh
**Net charge**: -1

CARTESIAN COORDINATES (ANGSTROEM)
C -0.254 1.095 -1.477
C -0.293 0.763 -0.016
C -1.504 0.119 0.526
S -1.838 -1.427 -0.315
H 0.779 1.307 -1.759
H -0.605 0.242 -2.044
H -0.906 1.937 -1.689
H 0.201 1.494 0.626
H 0.437 -0.202 0.029
H -1.406 -0.043 1.603
H -2.331 0.831 0.459
H 0.544 -1.016 -0.176
H 3.512 0.631 -0.610
O 2.610 0.921 -0.431
H 1.623 -0.808 1.803
H 2.427 0.273 0.789
O 2.297 -0.123 1.819

In elementary charge units, the Mulliken charges are: -1.067 0.293 -0.587 -0.411 0.327 0.283 0.336 0.501 -0.980 0.265 0.351 0.548 0.171 -0.952 0.267 0.425 -0.769

3.
The following is a DFT calculation (wB97M-V/def2-TZVPD) of a cluster of 3 separate species, C3H11O2S in total in a non-equilibrium geometry.

Properties
**Energy relative to the best compared isomer or geometry (same formula, charge and spin)**: 0.441 eV
**Gap between HOMO and LUMO**: 0.237 Ha
**E_HOMO**: -0.0993 Eh
**Largest force on an atom**: 1.66 eV/Å
**LUMO**: 3.76 eV
**Energy**: -669.60473 Eh
**Net charge**: -1

CARTESIAN COORDINATES (ANGSTROEM)
C 0.607 -1.389 -1.511
C 1.155 -1.340 -0.084
C 2.173 -0.209 0.115
S 1.425 1.436 0.284
H 1.384 -1.677 -2.204
H -0.314 -1.964 -1.528
H 0.267 -0.381 -1.808
H 1.659 -2.298 0.128
H 0.345 -1.259 0.640
H 2.846 -0.454 0.945
H 2.781 -0.248 -0.793
H -3.252 0.129 -0.005
H -2.959 -0.565 -1.304
O -3.702 -0.202 -0.804
H -1.188 0.287 1.510
H -2.127 1.216 2.104
O -2.156 0.375 1.624

In elementary charge units, the Mulliken charges are: -1.054 -0.338 -0.733 -0.635 0.341 0.310 0.244 0.294 0.161 0.269 0.205 0.401 0.309 -0.679 0.278 0.330 -0.703

4.
The following is a DFT calculation (wB97M-V/def2-TZVPD) of a cluster of 3 separate species, C3H11O2S in total in a non-equilibrium geometry.

Properties
**Energy relative to the best compared isomer or geometry (same formula, charge and spin)**: 0.084 eV
**Gap between HOMO and LUMO**: 0.259 Ha
**E_HOMO**: -0.1107 Eh
**Largest force on an atom**: 1.08 eV/Å
**LUMO**: 4.03 eV
**Energy**: -669.61785 Eh
**Net charge**: -1

CARTESIAN COORDINATES (ANGSTROEM)
C -0.405 -0.724 -1.704
C -1.131 0.402 -0.962
C -1.865 -0.132 0.256
S -0.844 -0.881 1.616
H -1.119 -1.508 -1.969
H 0.126 -0.401 -2.600
H 0.294 -1.166 -0.995
H -1.856 0.879 -1.637
H -0.476 1.209 -0.625
H -2.448 0.662 0.729
H -2.570 -0.915 -0.041
H 2.589 1.107 -0.616
H 1.569 1.864 -1.386
O 2.522 1.749 -1.330
H 0.946 0.162 1.097
H 2.174 -0.709 0.960
O 1.927 0.233 0.838

In elementary charge units, the Mulliken charges are: -0.988 -0.289 -0.793 -0.623 0.365 0.324 0.253 0.349 0.131 0.270 0.269 0.452 0.276 -0.688 0.086 0.361 -0.757